DFT (ωB97M-V with the def2-TZVPD basis set) results for one molecule with the formula C6H5N3O2.

Structure (XYZ):
```
16
C6H5N3O2 ωB97M-V with the def2-TZVPD basis set
C -0.45788 -0.70745 -2.85324
C 0.91139 -1.58067 0.54271
C 0.54702 -0.69244 1.39067
C -0.31681 0.47535 -1.02060
C 0.14336 -0.73088 -1.55046
C -0.10035 0.33212 2.11128
N -1.08757 0.47452 -3.01097
N -1.10609 1.14587 -1.84919
N 0.65245 1.20679 2.87437
O -1.30308 0.56547 2.04809
O 0.88981 -1.69563 -0.85216
H -0.43134 -1.19651 -3.81397
H 1.37157 -2.46131 0.97523
H -1.37480 2.14618 -1.72506
H 1.55711 0.86993 3.31108
H 0.10520 1.84864 3.42223
```

Kohn-Sham gap (alpha / beta) = 0.2814 / 0.2801 Ha
spin multiplicity = 1
HOMO (alpha / beta) = -9.013 / -8.890 eV
relative energy (zero: lowest compared OMol25 entry of this formula, charge and spin) = 149.8 kcal per mole
charge = 0